Entry from the OMol25 dataset: a cluster of 5 separate species, C27H65BrO24P4S in total at a distorted geometry (ωB97M-V/def2-TZVPD).

Results
* total energy: -7211.00379 Ha
* structure (SMILES): CCOCCOCCOC[C@@H]1C[C@H](Br)OS(=O)(=O)[C@H]1OCCOCC.COP(=O)(OC)OC.COP(=O)(OC)OC.COP(=O)(OC)OC.COP(=O)(OC)OC
* LUMO level: -0.063 hartree

Cartesian coordinates (Å):
C  1.0391  -1.1806  -0.1181
C  0.8465  -1.2359  -1.6385
O  1.9408  -0.7535  -2.4094
C  2.4657  0.4736  -1.9334
C  1.4581  1.6248  -1.8035
O  1.8403  2.6720  -2.7182
C  2.0684  3.9144  -2.0821
C  0.8022  4.7385  -1.9214
O  -0.0667  4.1885  -0.9486
C  -1.4377  4.3825  -1.2480
C  -2.1212  3.1104  -1.7474
C  -1.6320  2.6014  -3.1265
C  -2.4298  3.0841  -4.3212
Br  -2.4920  5.0509  -4.4695
O  -3.7098  2.5212  -4.4312
S  -4.5334  2.3969  -3.0456
O  -5.7967  3.0538  -3.1882
O  -4.6694  1.0116  -2.7480
C  -3.6631  3.2586  -1.6688
O  -4.0824  2.6387  -0.5030
C  -5.1555  3.2953  0.1738
C  -6.5157  2.6078  0.0251
O  -6.3962  1.2065  0.0938
C  -7.1790  0.5558  -0.8939
C  -8.6685  0.5394  -0.5731
H  2.0893  -1.2390  0.1568
H  0.4485  -1.9708  0.3449
H  0.6064  -0.2420  0.2409
H  0.7014  -2.2786  -1.9246
H  -0.0785  -0.7267  -1.9324
H  3.1957  0.7983  -2.6764
H  3.0419  0.3676  -1.0076
H  1.4727  2.0244  -0.7893
H  0.4405  1.3416  -2.0662
H  2.6223  3.8263  -1.1432
H  2.7010  4.4956  -2.7603
H  1.1006  5.7721  -1.6916
H  0.3337  4.7858  -2.9111
H  -1.9272  4.6559  -0.3042
H  -1.5537  5.2398  -1.9109
H  -1.8721  2.3308  -1.0247
H  -1.6153  1.5098  -3.0897
H  -0.5953  2.9184  -3.2431
H  -1.8969  2.7765  -5.2158
H  -3.8726  4.3308  -1.6964
H  -5.2409  4.3579  -0.0668
H  -4.9076  3.2413  1.2371
H  -7.0275  2.9365  -0.8823
H  -7.1151  2.9441  0.8832
H  -6.8251  -0.4748  -0.9352
H  -7.0250  0.9823  -1.8872
H  -8.8747  0.2165  0.4482
H  -9.1618  1.4907  -0.7810
H  -9.1534  -0.1952  -1.2233
C  -2.2733  -8.0142  2.4078
O  -2.3468  -6.9233  1.4820
P  -1.0780  -5.8022  1.3900
O  -1.7089  -5.0758  0.2548
O  -0.0184  -6.9416  0.9177
C  -0.1112  -7.4331  -0.4201
O  0.0689  -4.6546  1.6841
C  1.1531  -4.9566  2.5954
H  -3.2333  -8.1115  2.9092
H  -2.0602  -8.9426  1.8762
H  -1.4971  -7.8459  3.1517
H  -1.0565  -7.1642  -0.8879
H  -0.0259  -8.5195  -0.3925
H  0.7159  -7.0258  -1.0003
H  1.9618  -5.4405  2.0498
H  0.8315  -5.5980  3.4140
H  1.5152  -4.0182  3.0091
C  9.0657  -3.1902  -3.6260
O  8.2520  -3.6936  -2.5471
P  7.6221  -2.6440  -1.4613
O  6.7991  -3.5071  -0.6049
O  6.7997  -1.8003  -2.5841
C  5.4979  -2.2560  -2.9642
O  7.8864  -1.3283  -0.5397
C  8.5083  -0.1640  -1.1219
H  9.9536  -3.8140  -3.7103
H  8.4967  -3.2522  -4.5526
H  9.3749  -2.1583  -3.4683
H  5.3047  -3.2781  -2.6427
H  5.4244  -2.2146  -4.0512
H  4.7511  -1.5885  -2.5366
H  7.7449  0.4686  -1.5717
H  9.2497  -0.4303  -1.8740
H  9.0020  0.3860  -0.3241
C  -5.6992  -3.0845  6.1180
O  -4.6965  -4.1009  6.3325
P  -5.1115  -5.6755  6.2040
O  -3.8304  -6.3731  6.3832
O  -5.6017  -5.5381  4.6569
C  -4.6155  -5.6654  3.6315
O  -6.2206  -6.8133  6.5504
C  -7.6159  -6.5474  6.2949
H  -5.6159  -2.3440  6.9109
H  -5.5112  -2.6039  5.1592
H  -6.7096  -3.4897  6.1199
H  -3.5997  -5.5827  4.0168
H  -4.7745  -4.8737  2.9003
H  -4.7477  -6.6274  3.1417
H  -7.8542  -6.8163  5.2673
H  -7.8703  -5.5025  6.4656
H  -8.2034  -7.1645  6.9706
C  4.9249  7.6172  2.7006
O  4.7853  6.4534  1.8580
P  4.8567  6.6134  0.2063
O  4.7931  5.1617  -0.0968
O  6.3663  7.2376  0.3044
C  7.4507  6.3421  0.5482
O  4.7263  7.1210  -1.3651
C  4.9094  8.5158  -1.6922
H  4.1520  7.5861  3.4660
H  5.9028  7.5868  3.1800
H  4.8316  8.5481  2.1448
H  7.1060  5.3703  0.8987
H  8.0966  6.7826  1.3082
H  8.0189  6.2199  -0.3735
H  5.9672  8.7140  -1.8584
H  4.5359  9.1720  -0.9080
H  4.3604  8.7206  -2.6087


Entry from the OMol25 dataset: a cluster of 7 separate species, C27H67NO7 in total at a distorted geometry (ωB97M-V/def2-TZVPD).

Results
* total energy: -1650.14835 Ha
* structure (SMILES): CC1(C)CCCC(C)(C)N1O.CC(C)O.CC(C)O.CC(C)O.CC(C)O.CC(C)O.CC(C)O
* energy relative to the best compared isomer or geometry (same formula, charge and spin): 3.867 eV
* LUMO level: 0.009 hartree

Cartesian coordinates (Å):
C  -7.7082  10.9926  5.8439
C  -9.1651  11.1829  6.3443
C  -9.6772  12.5959  6.1901
O  -9.9626  10.2881  5.5958
H  -6.9794  10.9040  6.6496
H  -7.4112  11.8525  5.2435
H  -7.4882  10.1004  5.2576
H  -9.2658  10.8123  7.3645
H  -8.9354  13.3695  6.3885
H  -10.4415  12.8444  6.9264
H  -9.9732  12.7730  5.1561
H  -10.1247  9.4948  6.1116
C  -5.3335  9.0078  12.6755
C  -5.9784  8.0746  11.6020
C  -5.1664  8.0383  10.2840
O  -6.0744  6.7941  12.1678
H  -5.0783  10.0062  12.3204
H  -4.3644  8.5440  12.8596
H  -6.0678  9.1827  13.4618
H  -6.9932  8.4616  11.5091
H  -5.5460  7.4678  9.4363
H  -4.1506  7.7591  10.5636
H  -5.0805  9.0775  9.9665
H  -6.3502  6.1755  11.4874
C  -3.7159  7.8780  1.0031
C  -2.7222  8.5503  1.9385
C  -2.9651  10.0569  1.7845
O  -3.0871  8.1240  3.2715
H  -3.4787  8.1632  -0.0219
H  -4.7452  8.1290  1.2591
H  -3.5154  6.8072  0.9672
H  -1.7358  8.1820  1.6564
H  -2.7354  10.3650  0.7645
H  -2.2573  10.6313  2.3821
H  -3.9256  10.3918  2.1762
H  -4.0117  8.2596  3.4915
C  2.5148  12.0542  9.6318
C  1.5676  12.2496  8.4419
C  1.8703  11.1662  7.2983
O  0.2501  12.1181  8.6936
H  2.1137  12.7104  10.4043
H  3.5170  12.4389  9.4435
H  2.4359  11.0285  9.9922
H  1.6089  13.2387  7.9857
H  0.9536  10.9368  6.7550
H  2.2515  10.2405  7.7293
H  2.6792  11.5682  6.6881
H  -0.2375  12.3126  7.8898
C  -4.0311  11.5945  6.3979
C  -3.0670  10.4532  6.6024
C  -3.7524  9.1808  6.8675
O  -2.3605  10.4031  5.4285
H  -3.5161  12.5541  6.3530
H  -4.7296  11.6813  7.2302
H  -4.5163  11.5786  5.4220
H  -2.5263  10.7468  7.5021
H  -4.2099  9.2522  7.8542
H  -3.0742  8.3276  6.8493
H  -4.5346  8.8782  6.1713
H  -2.1356  9.4765  5.3174
C  -5.3292  4.8837  4.2265
C  -5.7526  6.1386  3.5005
C  -7.3197  6.1878  3.2701
O  -5.3640  7.1690  4.3631
H  -5.9957  4.8116  5.0860
H  -4.2622  4.7945  4.4307
H  -5.6333  4.0345  3.6146
H  -5.2385  6.2543  2.5464
H  -7.7898  5.6691  4.1057
H  -7.5456  5.4898  2.4639
H  -7.7369  7.1924  3.2008
H  -5.8211  6.9996  5.1902
C  0.6857  7.9383  4.7520
C  2.1742  7.6754  4.3748
C  3.1230  8.3508  5.3881
C  3.2369  7.6054  6.7249
C  3.6650  6.1331  6.4540
C  2.8139  5.3114  5.4282
N  2.5265  6.2171  4.2873
O  1.9295  5.6013  3.2274
C  3.6968  4.1572  4.9573
C  1.6298  4.7301  6.1120
C  2.5744  8.4235  3.0136
H  0.1201  8.2973  3.8922
H  0.6756  8.9284  5.2079
H  0.2366  7.2049  5.4217
H  4.1507  8.6038  5.1275
H  2.6275  9.2300  5.7998
H  2.3261  7.6926  7.3173
H  3.8726  8.1396  7.4310
H  3.4410  5.8039  7.4687
H  4.7141  6.2251  6.1730
H  3.6996  3.2501  5.5616
H  3.3533  3.7411  4.0103
H  4.7398  4.4738  4.9713
H  1.3120  3.8483  5.5557
H  2.0162  4.3245  7.0471
H  0.7536  5.3496  6.3032
H  2.4100  9.5010  3.0207
H  2.0518  7.9802  2.1660
H  3.5876  8.0858  2.7955
H  2.6965  5.4345  2.6746